Density functional theory data (ωB97M-V with the def2-TZVPD basis set) for a gas-phase ion, C6H10N5 (charge +1) in a non-equilibrium geometry.

Geometry as XYZ:
```
21
Properties=species:S:1:pos:R:3
C -1.57887 -1.21374 -0.64466
C -2.66221 -0.39277 -0.63648
C -0.42306 -0.54996 -0.06317
C -1.03026 0.67587 0.43471
C 0.88117 -1.06511 0.21262
C 2.16901 0.95308 -0.48180
N -2.39282 0.70932 0.10066
N -0.55819 1.64719 1.16844
N 1.99296 -0.23922 0.20753
N 1.11924 -2.36996 0.55551
N 1.25033 1.48020 -1.17962
H -1.43010 -2.05525 -1.33867
H -3.70199 -0.63626 -0.83728
H 3.04585 1.46752 -0.21255
H -2.92982 1.58319 0.06475
H -1.04687 2.39205 1.47408
H 2.85609 -0.64760 0.51915
H 0.47465 -3.04825 0.56070
H 1.99838 -2.64920 0.79240
H 1.52128 2.32099 -1.75846
H 0.44521 1.63791 1.06212
```

M, g mol⁻¹: 152.2
HOMO energy, eV: -11.27
Net charge: +1
Relative energy (zero: lowest compared OMol25 entry of this formula, charge and spin), eV: 0.377

Here are the Löwdin charges for atoms 1 to 2, given in e: number 1, C, carries -0.05; number 2, C, carries -0.12



Density functional theory data (ωB97M-V with the def2-TZVPD basis set) for a gas-phase ion, C6H10NO (charge +1) in a non-equilibrium geometry.

Geometry as XYZ:
```
18
Properties=species:S:1:pos:R:3
C -2.28533 -0.68039 0.31558
C -2.13634 -1.82017 -0.23300
C -1.30237 0.50089 0.49606
C 1.88422 -1.57019 -0.41604
C 0.59009 -1.13843 -0.04298
C 1.10468 1.19846 0.12929
N -0.02987 0.25793 -0.20662
O 1.51060 -1.23250 0.94367
H -3.36273 -0.27887 0.69714
H -1.72314 -2.68332 -0.65287
H -1.94601 1.37818 0.04624
H -1.03631 0.72277 1.60734
H 1.99307 -2.55547 -0.69713
H 2.68829 -0.79541 -0.70939
H 2.11843 1.03135 -0.24598
H 0.73587 2.15135 -0.05884
H 1.37123 1.23429 1.13189
H -0.06218 0.41549 -1.24290
```

M, g mol⁻¹: 112.2
HOMO energy (alpha / beta), eV: -12.59 / -13.72
Net charge: +1
Relative energy (zero: lowest compared OMol25 entry of this formula, charge and spin), eV: 7.327

Here are the Löwdin charges for atoms 1 to 2, given in e: number 1, C, carries -0.21; number 2, C, carries 0.19



Density functional theory data (ωB97M-V with the def2-TZVPD basis set) for a gas-phase ion, C6H10NO (charge +1) in a non-equilibrium geometry.

Geometry as XYZ:
```
18
Properties=species:S:1:pos:R:3
C 2.07185 -0.80872 -0.01238
C -0.12553 -0.51663 0.12098
C -0.76798 -0.39444 -1.28729
C -1.22689 -1.27122 1.09009
C 0.21259 2.18830 0.21020
C 0.75154 0.85458 0.10367
N 2.00093 0.51294 -0.01132
O 0.96240 -1.44095 0.03325
H 3.01531 -1.33407 -0.05311
H -0.07876 0.02529 -2.02062
H -1.64429 0.24456 -1.22563
H -1.06918 -1.38082 -1.63197
H -2.12411 -0.66525 1.14556
H -1.42628 -2.21941 0.60536
H -0.79836 -1.41843 2.07525
H -0.83014 2.24857 -0.09487
H 0.83172 2.91099 -0.31985
H 0.24518 2.46471 1.27269
```

M, g mol⁻¹: 112.2
HOMO energy, eV: -15.82
Net charge: +1
Relative energy (zero: lowest compared OMol25 entry of this formula, charge and spin), eV: 0.816

Here are the Löwdin charges for atoms 1 to 2, given in e: number 1, C, carries -0.04; number 2, C, carries -0.32



Density functional theory data (ωB97M-V with the def2-TZVPD basis set) for a gas-phase ion, C6H10NO (charge +1) in a non-equilibrium geometry.

Geometry as XYZ:
```
18
Properties=species:S:1:pos:R:3
O 0.95218 0.71921 1.51948
C 1.20217 -0.38380 1.93458
C 0.81333 -1.67141 1.21597
C 1.02718 -1.53519 -0.31608
C 0.39870 -0.29700 -0.85686
C -0.87752 0.01360 -0.79691
N -1.26269 1.39695 -0.93840
C -2.21928 1.82403 -1.63756
H 1.68343 -0.51539 2.92091
H -0.23611 -1.84951 1.35546
H 1.35418 -2.50436 1.67278
H 0.64692 -2.47283 -0.73501
H 2.07113 -1.56289 -0.59671
H 1.10087 0.46007 -1.17139
H -1.61756 -0.72366 -0.54307
H -0.82282 1.93132 -0.19107
H -2.76077 1.18766 -2.32716
H -2.46690 2.87187 -1.63468
```

M, g mol⁻¹: 112.2
HOMO energy, eV: -13.13
Net charge: +1
Relative energy (zero: lowest compared OMol25 entry of this formula, charge and spin), eV: 1.331

Here are the Löwdin charges for atoms 1 to 2, given in e: number 1, O, carries 0.04; number 2, C, carries -0.21



Density functional theory data (ωB97M-V with the def2-TZVPD basis set) for a gas-phase ion, C6H10NO (charge +1) in a non-equilibrium geometry.

Geometry as XYZ:
```
18
Properties=species:S:1:pos:R:3
C -0.71992 0.10129 -2.72731
C -0.37539 0.23823 -1.58187
C 2.07139 -0.76712 1.12545
C 1.42578 -0.58100 -0.18687
C -1.99606 0.53498 0.47322
C 0.36944 0.53837 -0.37337
N -0.53024 0.47589 0.79982
O 0.93038 -1.51610 0.71923
H -1.30648 -0.29039 -3.51919
H 3.01289 -1.32527 1.14988
H 1.90141 -0.03186 1.91952
H 1.83623 -0.86231 -1.21512
H -2.15949 -0.38388 -0.02285
H -2.67792 0.44052 1.34116
H -2.21710 1.33914 -0.07682
H 0.98387 1.52585 -0.49774
H -0.31583 1.10450 1.66704
H -0.23295 -0.54086 1.00583
```

M, g mol⁻¹: 112.2
HOMO energy, eV: -14.60
Net charge: +1
Relative energy (zero: lowest compared OMol25 entry of this formula, charge and spin), eV: 3.741

Here are the Löwdin charges for atoms 1 to 2, given in e: number 1, C, carries 0.20; number 2, C, carries -0.11



Density functional theory data (ωB97M-V with the def2-TZVPD basis set) for a single C6H10NO2P molecule in a non-equilibrium geometry.

Geometry as XYZ:
```
20
Properties=species:S:1:pos:R:3
C 0.05047 1.57421 2.34882
C 0.29059 0.38049 1.70082
C -0.78539 2.41107 1.61522
C -0.38354 0.60132 0.49484
C 0.80496 -2.41808 -0.04444
C 0.33784 -0.21468 -2.37516
N -0.98763 1.80691 0.40806
O -2.27613 -0.58771 -1.31971
O -0.48608 -2.12770 -0.59418
P -0.85162 -0.63578 -1.08764
H 0.55245 1.90110 3.19573
H 0.92511 -0.37543 2.05987
H -0.93451 3.39666 1.79155
H 0.73187 -2.40350 1.12530
H 1.58714 -1.70028 -0.54917
H 1.18234 -3.38822 -0.50697
H 0.88316 -1.01745 -2.93199
H -0.07104 0.42627 -3.22840
H 1.13358 0.37357 -1.74325
H -1.70357 1.99725 -0.35932
```

M, g mol⁻¹: 159.1
HOMO energy, eV: -8.31
Net charge: 0
Relative energy (zero: lowest compared OMol25 entry of this formula, charge and spin), eV: 0.556

Here are the Löwdin charges for atoms 1 to 2, given in e: number 1, C, carries -0.12; number 2, C, carries -0.08



Density functional theory data (ωB97M-V with the def2-TZVPD basis set) for a molecular structure, C6H10NO3P in a non-equilibrium geometry.

Geometry as XYZ:
```
21
Properties=species:S:1:pos:R:3
C -3.58404 -1.11865 0.16792
C -2.70252 -2.11874 -0.25908
C -2.76552 -0.05106 0.47512
C -1.42828 -1.69904 -0.17211
C 2.65529 -1.03043 1.37029
C 3.56806 0.72082 -1.32889
N -1.48889 -0.39642 0.25072
O 1.93715 -1.29246 -1.52178
O 1.59199 -0.40540 1.01584
O 2.25896 1.13821 -1.19060
P 1.12586 -0.12113 -1.14564
H -4.57923 -1.22202 0.35339
H -3.10615 -3.06092 -0.49353
H -3.01816 0.99330 0.81096
H 3.44710 -0.53244 1.90037
H -0.37702 -2.12589 -0.36798
H 2.72382 -2.11515 1.17524
H 3.72309 0.14770 -2.33028
H 4.01007 -0.02239 -0.61093
H 4.17287 1.65733 -1.42425
H -0.68935 0.27924 0.54448
```

M, g mol⁻¹: 175.1
HOMO energy, eV: -8.10
Net charge: 0
Relative energy (zero: lowest compared OMol25 entry of this formula, charge and spin), eV: 1.919

Here are the Löwdin charges for atoms 1 to 2, given in e: number 1, C, carries -0.10; number 2, C, carries -0.13



Density functional theory data (ωB97M-V with the def2-TZVPD basis set) for a gas-phase ion, C6H10NS (charge +1) in a non-equilibrium geometry.

Geometry as XYZ:
```
18
Properties=species:S:1:pos:R:3
C -1.02107 0.77053 0.97373
C -0.49932 -0.67702 0.80468
C -1.41460 -1.24251 -0.19425
C -2.09272 -0.31913 -0.83102
C 0.95588 -0.77326 0.34789
C 3.40500 -0.14773 -0.39810
N -1.65799 0.99874 -0.39877
S 2.00835 0.48097 0.50466
H -1.79312 0.97501 1.81593
H -0.33174 1.64463 1.05840
H -0.80240 -1.18401 1.73343
H -1.55387 -2.28430 -0.34984
H -2.58061 -0.31905 -1.82551
H 3.78745 -0.83326 0.44423
H 4.08392 0.66731 -0.81286
H 2.99862 -0.56255 -1.34150
H -2.46700 1.61067 -0.39134
H -1.02480 1.19497 -1.13975
```

M, g mol⁻¹: 128.2
HOMO energy, eV: -11.97
Net charge: +1
Relative energy (zero: lowest compared OMol25 entry of this formula, charge and spin), eV: 3.350

Here are the Löwdin charges for atoms 1 to 2, given in e: number 1, C, carries -0.08; number 2, C, carries -0.39



Density functional theory data (ωB97M-V with the def2-TZVPD basis set) for 2 unconnected molecules or ions with the total composition C6H10O in a non-equilibrium geometry.

Geometry as XYZ:
```
17
Properties=species:S:1:pos:R:3
C 1.59073 0.09975 1.33787
C 0.34652 -0.62071 1.75210
C -1.49798 -0.07231 -0.50326
C -1.48312 1.19219 -0.08931
O -0.34958 -0.33668 2.68828
H -2.33370 -0.70694 -0.23664
H 2.45313 -0.52004 1.58013
H 1.58054 0.23948 0.25757
H 1.66173 1.06945 1.82590
H -0.65509 1.85357 -0.28498
H -2.25955 1.57849 0.54914
C -0.48723 -0.73150 -1.37296
C 0.38334 -0.08515 -2.14813
H 0.52079 0.98257 -2.09926
H 1.00952 -0.60394 -2.85526
H -0.65312 -1.79021 -1.53134
H 0.17304 -1.54803 1.13017
```

M, g mol⁻¹: 98.1
HOMO energy, eV: -9.18
Net charge: 0
Relative energy (zero: lowest compared OMol25 entry of this formula, charge and spin), eV: 1.596

Here are the Löwdin charges for atoms 1 to 2, given in e: number 1, C, carries -0.05; number 2, C, carries -0.36



Density functional theory data (ωB97M-V with the def2-TZVPD basis set) for a single C6H10O molecule in a non-equilibrium geometry.

Geometry as XYZ:
```
17
Properties=species:S:1:pos:R:3
C -0.91505 -0.46232 -2.28720
C -0.25245 0.39225 -1.20689
C -0.45144 -0.26033 0.13185
C 1.19578 0.95728 1.84863
O -1.73179 -0.12764 0.56847
C 0.45189 -1.04195 0.75297
C 1.39670 -0.87918 1.64399
H -0.79780 -0.01471 -3.27710
H -1.98332 -0.56887 -2.07496
H -0.46442 -1.46004 -2.29388
H -0.69465 1.39848 -1.19408
H 0.81925 0.51001 -1.40146
H 0.18281 0.79685 2.16643
H 1.46367 1.06690 0.81414
H 1.50850 1.91892 2.33640
H -1.81250 -0.58370 1.41933
H 2.08480 -1.64195 2.05336
```

M, g mol⁻¹: 98.1
HOMO energy, eV: -8.52
Net charge: 0
Relative energy (zero: lowest compared OMol25 entry of this formula, charge and spin), eV: 4.066

Here are the Löwdin charges for atoms 1 to 2, given in e: number 1, C, carries -0.09; number 2, C, carries -0.19